Entry P
{"formula": "C4H8NS", "method": "wB97M-V/def2-TZVPD", "homo_ev": -13.792, "total_charge": 1, "lumo_energy_ev": -4.38, "spin_multiplicity": 1, "symbols": ["C", "C", "C", "C", "N", "S", "H", "H", "H", "H", "H", "H", "H", "H"], "positions_angstrom": [[0.161, -1.736, 0.295], [-0.013, -0.806, -0.720], [-0.857, 0.062, 0.373], [1.370, 1.277, 0.115], [0.178, 0.634, -0.524], [-2.542, 0.230, 0.030], [-0.417, -2.671, 0.429], [0.946, -1.668, 1.011], [-0.605, -1.189, -1.643], [2.217, 1.323, -0.591], [1.195, 2.219, 0.430], [1.651, 0.669, 0.878], [-0.294, 1.104, -1.434], [-2.990, 0.552, 1.350]]}

=====

Entry Q
{"formula": "C4H8NS", "method": "wB97M-V/def2-TZVPD", "homo_ev": -13.615, "total_charge": 1, "smiles": "C[N+]1=CCSC1", "lumo_energy_ev": -4.93, "spin_multiplicity": 1, "symbols": ["C", "N", "C", "C", "S", "C", "H", "H", "H", "H", "H", "H", "H", "H"], "positions_angstrom": [[-1.690, 0.635, -0.158], [-0.342, 0.202, -0.085], [0.380, 0.183, 1.016], [1.675, -0.528, 0.955], [1.913, -1.105, -0.759], [0.210, -0.370, -1.338], [-1.716, 1.530, -0.739], [-2.200, -0.202, -0.513], [-1.984, 0.816, 0.950], [-0.138, 0.526, 1.873], [1.621, -1.195, 1.705], [2.488, 0.127, 1.053], [-0.450, -1.160, -1.948], [0.234, 0.541, -2.012]]}

=====

Entry R
{"formula": "C4H8NS", "method": "wB97M-V/def2-TZVPD", "homo_ev": -13.893, "total_charge": 1, "lumo_energy_ev": -6.95, "spin_multiplicity": 1, "symbols": ["C", "C", "C", "C", "N", "S", "H", "H", "H", "H", "H", "H", "H", "H"], "positions_angstrom": [[-1.532, 0.640, -0.626], [-1.583, -0.411, 0.213], [-0.721, -1.557, 0.235], [1.996, 1.028, 0.154], [1.110, 0.028, 0.110], [0.912, -1.303, -0.587], [-1.988, 1.582, -0.438], [-0.986, 0.633, -1.579], [-2.321, -0.481, 1.090], [-0.428, -1.888, 1.252], [-1.151, -2.353, -0.301], [1.607, 1.799, -0.404], [3.067, 0.875, -0.327], [2.019, 1.408, 1.210]]}

=====

Most stable: entry Q

=====

Entry P
{"formula": "C4H8NS", "method": "wB97M-V/def2-TZVPD", "homo_ev": -12.905, "total_charge": 1, "lumo_energy_ev": -4.66, "spin_multiplicity": 1, "symbols": ["C", "C", "C", "C", "N", "S", "H", "H", "H", "H", "H", "H", "H", "H"], "positions_angstrom": [[-1.891, 0.032, 0.246], [-0.733, 0.926, 0.063], [-0.327, -1.333, 0.214], [1.698, 0.225, 0.022], [0.234, -0.084, -0.385], [-3.397, -0.108, -0.093], [-1.021, 1.756, -0.548], [-0.586, 1.507, 0.932], [0.100, -1.811, 1.108], [-0.639, -1.960, -0.624], [1.968, -0.259, 0.887], [2.505, -0.042, -0.775], [1.916, 1.299, 0.322], [0.173, -0.148, -1.370]]}

=====

Entry Q
{"formula": "C4H8NS", "method": "wB97M-V/def2-TZVPD", "homo_ev": -13.458, "total_charge": 1, "smiles": "C[N+]1=CCSC1", "lumo_energy_ev": -4.57, "spin_multiplicity": 1, "symbols": ["C", "N", "C", "C", "S", "C", "H", "H", "H", "H", "H", "H", "H", "H"], "positions_angstrom": [[-0.808, -0.807, -1.417], [-0.158, -0.204, -0.331], [0.102, 0.997, -0.179], [0.662, 1.503, 1.096], [0.955, -0.134, 2.110], [0.268, -1.055, 0.750], [-0.538, -0.552, -2.448], [-0.574, -1.906, -1.260], [-1.797, -0.551, -1.345], [-0.151, 1.949, -1.083], [0.058, 2.228, 1.602], [1.738, 1.885, 1.055], [-0.691, -1.562, 1.123], [0.932, -1.793, 0.326]]}

=====

Most stable: entry Q

=====

Entry P
{"formula": "C5H11NO", "method": "wB97M-V/def2-TZVPD", "homo_ev": [-14.126, -14.125], "total_charge": 1, "lumo_energy_ev": [-4.04, -7.05], "spin_multiplicity": 2, "symbols": ["C", "N", "C", "C", "C", "C", "H", "H", "H", "H", "H", "H", "H", "H", "H", "H", "H", "O"], "positions_angstrom": [[0.842, -2.945, -0.715], [0.994, -1.756, -1.525], [1.077, -0.467, -1.111], [0.493, 0.099, -0.012], [-0.874, -0.197, 0.492], [-1.871, 0.637, 0.124], [0.934, -2.688, 0.373], [1.573, -3.695, -0.990], [-0.141, -3.495, -0.840], [1.320, -1.909, -2.478], [1.811, 0.055, -1.673], [1.233, 0.751, 0.479], [-1.102, -1.147, 0.992], [-2.890, 0.235, 0.229], [-1.830, 1.713, 0.034], [-0.729, 3.080, 1.971], [-1.309, 4.303, 2.609], [-0.500, 3.996, 2.185]]}

=====

Entry Q
{"formula": "C5H11NO", "method": "wB97M-V/def2-TZVPD", "homo_ev": [-16.096, -15.767], "total_charge": 1, "lumo_energy_ev": [-3.66, -8.36], "spin_multiplicity": 2, "symbols": ["C", "C", "N", "C", "C", "C", "O", "H", "H", "H", "H", "H", "H", "H", "H", "H", "H", "H"], "positions_angstrom": [[-1.948, 0.088, -1.377], [-0.575, 0.684, -1.311], [0.275, 0.323, -0.262], [0.147, -0.829, 0.573], [0.318, -0.559, 2.105], [1.656, 0.918, -0.320], [-0.073, 1.164, -2.312], [-2.654, 0.679, -1.952], [-2.394, -0.105, -0.401], [-1.870, -0.870, -1.902], [0.933, -1.535, 0.292], [-0.801, -1.314, 0.363], [0.014, 0.454, 2.344], [1.313, -0.807, 2.471], [-0.288, -1.323, 2.586], [1.701, 1.727, 0.406], [2.314, 0.123, 0.029], [1.931, 1.181, -1.331]]}

=====

Entry R
{"formula": "C5H11NO", "method": "wB97M-V/def2-TZVPD", "homo_ev": [-15.681, -15.716], "total_charge": 1, "lumo_energy_ev": [-4.47, -8.71], "spin_multiplicity": 2, "symbols": ["O", "C", "C", "C", "C", "C", "N", "H", "H", "H", "H", "H", "H", "H", "H", "H", "H", "H"], "positions_angstrom": [[2.101, 2.191, 0.332], [1.335, 1.446, 0.837], [0.026, 0.921, 0.078], [-0.408, -0.494, 0.531], [-1.803, -0.775, -0.087], [0.640, -1.541, 0.057], [0.279, 1.092, -1.314], [1.352, 1.077, 1.877], [-0.815, 1.572, 0.350], [-0.439, -0.416, 1.616], [-1.686, -0.708, -1.164], [-2.088, -1.791, 0.152], [-2.498, -0.044, 0.321], [1.524, -1.409, 0.680], [0.938, -1.350, -0.975], [0.190, -2.526, 0.059], [0.302, 2.099, -1.519], [1.048, 0.657, -1.833]]}

=====

Entry S
{"formula": "C5H11NO", "method": "wB97M-V/def2-TZVPD", "homo_ev": [-16.224, -16.187], "total_charge": 1, "lumo_energy_ev": [-4.18, -9.31], "spin_multiplicity": 2, "symbols": ["C", "N", "C", "C", "C", "C", "O", "H", "H", "H", "H", "H", "H", "H", "H", "H", "H", "H"], "positions_angstrom": [[-1.851, 0.170, -1.478], [-1.000, 0.502, -0.453], [0.360, 0.848, 2.124], [1.118, 0.254, 0.863], [0.048, -0.532, 0.012], [0.637, -1.099, -1.307], [-2.288, -0.915, -1.730], [-1.974, 1.076, -2.080], [-0.519, 1.354, -0.156], [-0.527, 1.144, 1.589], [0.760, 1.533, 2.875], [0.226, 0.046, 2.849], [1.886, -0.365, 1.334], [1.407, 0.971, 0.072], [-0.575, -1.284, 0.527], [-0.105, -1.627, -1.870], [0.939, -0.232, -1.883], [1.456, -1.845, -1.288]]}

=====

Most stable: entry Q

=====

Entry P
{"formula": "C5H11NO", "method": "wB97M-V/def2-TZVPD", "homo_ev": [-15.661, -15.667], "total_charge": 1, "lumo_energy_ev": [-3.87, -9.25], "spin_multiplicity": 2, "symbols": ["O", "C", "N", "C", "C", "C", "C", "H", "H", "H", "H", "H", "H", "H", "H", "H", "H", "H"], "positions_angstrom": [[1.197, 1.667, -0.893], [0.294, 1.706, -1.664], [-0.614, 0.586, -1.784], [-0.307, -0.628, -1.147], [-0.877, -0.874, 0.275], [-0.283, 0.049, 1.337], [1.101, -0.380, 1.774], [-0.009, 2.591, -2.229], [-1.107, 0.600, -2.679], [0.783, -0.718, -1.085], [-0.633, -1.415, -1.837], [-0.666, -1.899, 0.560], [-1.956, -0.698, 0.244], [-0.365, 1.107, 1.079], [-0.944, -0.096, 2.198], [1.502, 0.215, 2.598], [1.024, -1.352, 2.261], [1.859, -0.461, 0.994]]}

=====

Entry Q
{"formula": "C5H11NO", "method": "wB97M-V/def2-TZVPD", "homo_ev": [-14.252, -15.080], "total_charge": 1, "lumo_energy_ev": [-5.06, -7.31], "spin_multiplicity": 2, "symbols": ["C", "N", "C", "C", "C", "C", "H", "H", "H", "H", "H", "H", "H", "H", "H", "H", "H", "O"], "positions_angstrom": [[-0.692, 2.204, 0.757], [0.134, -0.591, 1.281], [0.791, 0.128, 0.226], [0.302, 1.425, -0.144], [1.523, -1.830, -1.092], [1.534, -0.534, -0.750], [-0.982, 3.185, 0.286], [-1.699, 1.738, 0.706], [-0.285, 2.328, 1.802], [-0.442, -0.057, 1.872], [0.206, -1.488, 1.505], [0.450, 1.763, -1.188], [0.968, -2.502, -0.475], [1.933, -2.241, -2.023], [2.118, 0.147, -1.568], [-1.151, -1.104, -0.265], [-2.733, -1.251, -0.214], [-1.974, -1.320, -0.717]]}

=====

Most stable: entry P

=====

Entry P
{"formula": "C2H3N3", "method": "wB97M-V/def2-TZVPD", "homo_ev": -10.430, "total_charge": 0, "smiles": "N=C=N.C#N", "lumo_energy_ev": 0.46, "spin_multiplicity": 1, "symbols": ["N", "C", "N", "H", "H", "C", "N", "H"], "positions_angstrom": [[-0.052, 1.082, -0.200], [-1.044, 0.405, 0.001], [-1.864, -0.481, 0.235], [-0.169, 2.064, -0.307], [-2.635, 0.036, -0.257], [1.910, -1.010, 0.174], [1.980, -2.132, 0.412], [1.873, 0.036, -0.058]]}

=====

Entry Q
{"formula": "C2H3N3", "method": "wB97M-V/def2-TZVPD", "homo_ev": -10.030, "total_charge": 0, "smiles": "c1nnc[nH]1", "lumo_energy_ev": 0.76, "spin_multiplicity": 1, "symbols": ["C", "N", "N", "C", "N", "H", "H", "H"], "positions_angstrom": [[0.938, -0.176, 0.416], [0.274, -1.207, 0.842], [-0.987, -1.060, 0.321], [-1.082, 0.052, -0.362], [0.172, 0.681, -0.328], [1.970, -0.001, 0.670], [-1.811, 0.066, -1.179], [0.527, 1.645, -0.379]]}

=====

Entry R
{"formula": "C2H3N3", "method": "wB97M-V/def2-TZVPD", "homo_ev": -10.011, "total_charge": 0, "smiles": "[H]/N=N/CC#N", "lumo_energy_ev": -0.08, "spin_multiplicity": 1, "symbols": ["H", "N", "N", "C", "C", "N", "H", "H"], "positions_angstrom": [[2.021, 1.417, -1.171], [1.172, 0.777, -0.922], [0.647, 0.955, 0.187], [-0.368, 0.099, 0.633], [-0.791, -1.359, -0.342], [-1.000, -2.364, -0.831], [-1.452, 0.588, 0.628], [-0.228, -0.114, 1.817]]}

=====

Entry S
{"formula": "C2H3N3", "method": "wB97M-V/def2-TZVPD", "homo_ev": -9.956, "total_charge": 0, "smiles": "c1c[nH]nn1", "lumo_energy_ev": 0.86, "spin_multiplicity": 1, "symbols": ["C", "C", "N", "N", "N", "H", "H", "H"], "positions_angstrom": [[0.943, -0.410, 0.443], [0.271, -0.076, -0.689], [-0.907, 0.470, -0.291], [-0.967, 0.486, 0.996], [0.078, -0.173, 1.522], [1.831, -1.067, 0.542], [0.353, -0.188, -1.751], [-1.602, 0.958, -0.772]]}

=====

Most stable: entry Q

=====

Entry P
{"formula": "C2H3N3", "method": "wB97M-V/def2-TZVPD", "homo_ev": -10.247, "total_charge": 0, "smiles": "[H]/N=C(/N)C#N", "lumo_energy_ev": 0.33, "spin_multiplicity": 1, "symbols": ["H", "N", "C", "N", "C", "N", "H", "H"], "positions_angstrom": [[-0.530, -2.174, 0.169], [-0.912, -1.235, -0.121], [-0.235, -0.285, 0.061], [-0.531, 0.996, -0.030], [1.149, -0.256, 0.202], [2.371, -0.214, -0.147], [0.192, 1.659, 0.005], [-1.505, 1.510, -0.139]]}

=====

Entry Q
{"formula": "C2H3N3", "method": "wB97M-V/def2-TZVPD", "homo_ev": -10.595, "total_charge": 0, "smiles": "c1cn[nH]n1", "lumo_energy_ev": 1.00, "spin_multiplicity": 1, "symbols": ["C", "C", "N", "N", "N", "H", "H", "H"], "positions_angstrom": [[0.076, 0.909, 0.114], [0.996, -0.122, -0.119], [0.369, -1.300, -0.118], [-0.842, -1.070, 0.253], [-1.115, 0.375, 0.359], [0.223, 1.981, 0.139], [2.063, -0.068, -0.289], [-1.771, -0.706, -0.339]]}

=====

Most stable: entry P